No. 1
Density functional theory data (wB97M-V/def2-TZVPD) for the ion CH5N2 with charge +1 in a non-equilibrium geometry.

CARTESIAN COORDINATES (ANGSTROEM)
1 N -1.193 0.198 0.020
2 N 1.187 0.184 0.038
3 C -0.040 -0.389 -0.026
4 H -0.098 -1.440 0.106
5 H -1.390 1.199 0.003
6 H 2.057 -0.424 -0.044
7 H 1.469 1.202 -0.216
8 H -1.991 -0.531 0.119

Calculated values
SMILES: NC=[NH2+]
largest force on an atom: 3.35 eV/Å
highest occupied orbital energy: -0.6069 Ha
energy above the lowest of the compared OMol25 structures with the same formula, charge and spin: 0.547 eV
charge: +1
orbital gap: 0.4531 Eh
E: -150.3577 Ha

Atomic partial charges in e from the natural (NBO) method, atoms 1 to 6:
1 N -0.692
2 N -0.747
3 C 0.401
4 H 0.228
5 H 0.450
6 H 0.451

No. 2
Density functional theory data (wB97M-V/def2-TZVPD) for a cluster of 2 separate species, C2H4O3S3 in total in a non-equilibrium geometry.

CARTESIAN COORDINATES (ANGSTROEM)
1 S 1.333 1.941 -0.732
2 S -2.460 -0.748 0.294
3 S 1.484 -0.366 1.406
4 O -1.039 0.099 0.264
5 O 0.627 -1.873 -0.640
6 O 3.215 0.148 -0.781
7 C 1.099 -0.877 -0.194
8 C 1.920 0.290 -0.555
9 H 3.413 -0.789 -1.176
10 H 1.992 2.581 0.303
11 H -0.962 0.826 -0.280
12 H -2.115 -1.741 -0.699

Calculated values
SMILES: O=C1S[C@]1(O)S.OS
largest force on an atom: 3.76 eV/Å
highest occupied orbital energy: -0.3284 Ha
energy above the lowest of the compared OMol25 structures with the same formula, charge and spin: 3.480 eV
charge: 0
orbital gap: 0.3166 Eh
E: -1498.7683 Ha

Atomic partial charges in e from the natural (NBO) method, atoms 1 to 6:
1 S 0.022
2 S 0.286
3 S 0.035
4 O -0.868
5 O -0.521
6 O -0.649

No. 3
Density functional theory data (wB97M-V/def2-TZVPD) for a structure of composition C53H84NO36V in a non-equilibrium geometry.

CARTESIAN COORDINATES (ANGSTROEM)
1 V -6.883 0.255 -0.028
2 O 10.047 0.908 -4.800
3 O -6.336 0.239 1.439
4 O 8.474 1.572 -6.181
5 O -0.970 -3.249 -12.511
6 O 7.109 6.937 -1.477
7 O 4.286 4.351 5.838
8 O 7.246 -5.826 3.646
9 O -1.593 7.731 7.588
10 O -1.890 -2.920 -10.444
11 O -4.403 -1.396 8.943
12 O 5.741 5.630 6.816
13 O -3.963 10.946 1.445
14 O 5.973 -7.815 3.824
15 O -2.661 -11.703 -6.719
16 O -5.068 4.488 -7.884
17 O -3.550 -3.315 8.417
18 O -3.096 -12.965 -4.780
19 O -2.733 5.948 8.235
20 O -5.534 -2.676 7.413
21 O -0.794 -4.767 -10.883
22 O -3.419 10.487 -0.583
23 O -5.544 2.665 -8.950
24 O 5.630 6.815 -3.059
25 O -3.652 7.314 6.860
26 O 6.448 8.754 -2.743
27 O -6.467 2.846 -6.937
28 O -1.145 -12.022 -5.186
29 O -7.420 1.716 -0.280
30 O -3.126 -1.046 -2.260
31 O -1.149 -9.885 8.126
32 O -3.183 -9.805 7.949
33 O -1.933 9.935 0.965
34 O 5.545 -5.886 5.090
35 O 5.739 3.402 7.127
36 O -2.351 -9.178 9.963
37 O 10.492 2.488 -6.566
38 N -2.112 -1.030 -1.114
39 C -3.021 10.400 0.624
40 C 4.074 5.533 5.290
41 C 9.768 1.683 -5.944
42 C -4.746 5.550 5.670
43 C 0.015 0.037 -2.094
44 C -1.108 0.078 -1.019
45 C -2.444 -13.054 -3.620
46 C 7.887 0.498 -5.439
47 C -4.762 10.882 -0.625
48 C 4.931 7.625 -3.936
49 C -2.322 -12.231 -5.676
50 C 5.619 7.662 5.635
51 C 7.626 -3.558 3.357
52 C -0.734 -3.138 -1.788
53 C -1.164 -3.573 -11.361
54 C 8.973 0.040 -4.558
55 C 5.318 4.374 6.616
56 C 5.495 9.023 -3.730
57 C 6.388 9.532 -4.799
58 C -2.827 -10.731 6.949
59 C -5.914 12.230 1.117
60 C -3.494 -10.207 5.585
61 C 6.042 -4.520 5.109
62 C -3.234 -3.868 -8.775
63 C -0.348 0.112 0.325
64 C -1.957 1.462 -1.157
65 C -4.426 4.568 -9.150
66 C -5.168 11.003 0.798
67 C -1.823 -3.573 -9.213
68 C 0.047 -1.301 0.850
69 C -0.471 -11.541 -2.925
70 C -1.339 -10.581 6.936
71 C -3.124 -1.378 9.600
72 C 7.383 -4.650 4.405
73 C -1.046 -12.615 -3.909
74 C -4.684 6.420 6.962
75 C -1.674 -2.417 -0.849
76 C -4.560 -2.505 8.164
77 C -2.234 -9.678 8.819
78 C -1.268 -2.688 8.787
79 C 4.880 6.527 6.174
80 C -3.070 5.138 -8.748
81 C -4.153 5.718 8.177
82 C -1.016 -4.866 -9.493
83 C 7.449 -0.627 -6.372
84 C -5.852 3.348 -7.885
85 C 6.452 7.436 -2.325
86 C -2.685 -2.778 9.373
87 C -2.856 -3.427 -0.839
88 C -2.580 7.051 7.526
89 C -1.099 -2.333 0.535
90 C -4.495 3.106 -9.665
91 C 6.117 -6.607 4.078
92 H -0.133 -4.734 -8.868
93 H 0.544 0.726 0.202
94 H 0.241 -2.652 -1.786
95 H -0.541 -4.190 -1.579
96 H -4.639 6.035 9.100
97 H -1.889 -2.142 1.261
98 H -1.317 2.340 -1.072
99 H 8.148 -4.593 5.180
100 H -0.694 -1.864 9.211
101 H 6.529 7.329 5.138
102 H -4.586 2.844 -10.719
103 H -3.181 -11.737 7.172
104 H -0.796 -3.635 9.048
105 H -2.563 4.409 -8.117
106 H 0.282 -1.390 1.911
107 H 8.665 -0.045 -3.516
108 H -3.255 -4.169 -7.728
109 H 7.178 -1.545 -5.851
110 H -6.954 12.227 0.792
111 H -0.508 -0.325 -2.978
112 H -0.408 -13.499 -3.919
113 H 4.753 9.795 -3.526
114 H -3.361 -3.624 -1.785
115 H 7.003 0.907 -4.949
116 H -5.874 10.188 0.959
117 H -0.943 -11.588 7.070
118 H -0.728 -3.321 0.811
119 H -0.932 0.568 1.125
120 H 6.872 10.454 -4.478
121 H 0.194 -12.075 -2.246
122 H -3.233 -1.147 10.659
123 H -5.459 13.142 0.731
124 H -2.631 -3.247 10.355
125 H -2.431 -0.617 9.241
126 H -3.896 4.921 5.405
127 H -5.579 7.029 7.086
128 H -0.928 -9.976 6.128
129 H 6.607 -0.391 -7.023
130 H -3.667 -4.651 -9.399
131 H 5.234 7.293 -4.929
132 H -1.217 -3.155 -2.765
133 H 7.028 8.773 -5.250
134 H -4.905 11.703 -1.328
135 H 7.444 -2.515 3.617
136 H -1.418 -2.938 -8.425
137 H -2.465 1.601 -2.111
138 H -4.185 -10.902 5.108
139 H -5.111 6.228 4.898
140 H -2.500 -4.442 -0.666
141 H -3.028 6.030 -8.124
142 H 5.767 8.385 6.438
143 H 3.028 5.811 5.156
144 H -5.655 4.949 5.694
145 H -1.312 -11.041 -2.446
146 H 3.915 7.249 -3.813
147 H 9.345 -0.931 -4.885
148 H -3.622 2.540 -9.341
149 H 6.176 -4.138 6.121
150 H 0.178 1.095 -2.301
151 H 7.065 -3.762 2.445
152 H -3.982 -9.242 5.717
153 H -3.960 -3.057 -8.823
154 H 5.073 8.195 4.857
155 H 0.913 -0.531 -1.850
156 H 8.200 -0.810 -7.141
157 H -1.680 -5.703 -9.277
158 H -3.674 -3.159 -0.170
159 H -2.671 -10.028 4.894
160 H -2.994 -12.444 -2.903
161 H -2.339 5.194 -9.554
162 H -4.312 4.639 8.159
163 H 5.877 9.914 -5.683
164 H 5.388 -3.963 4.439
165 H -4.988 5.287 -9.745
166 H -2.451 -14.038 -3.151
167 H 0.232 -10.904 -3.461
168 H 8.699 -3.407 3.242
169 H 4.197 6.924 6.925
170 H -1.191 -2.417 7.734
171 H 0.955 -1.837 0.572
172 H -2.625 1.620 -0.311
173 H 4.462 5.403 4.280
174 H -5.993 12.244 2.204
175 H -5.313 10.002 -0.954

Calculated values
largest force on an atom: 5.47 eV/Å
highest occupied orbital energy: -0.2333 Ha
energy above the lowest of the compared OMol25 structures with the same formula, charge and spin: 13.018 eV
charge: 0
orbital gap: 0.1057 Eh
E: -5776.8544 Ha

Atomic partial charges in e from the Mulliken method, atoms 1 to 6:
1 V 1.491
2 O -0.332
3 O -0.632
4 O -0.352
5 O -0.553
6 O -0.535

No. 4
Density functional theory data (wB97M-V/def2-TZVPD) for a structure of composition C25H19AsAuIO3S4Si.

CARTESIAN COORDINATES (ANGSTROEM)
1 Au 0.994 2.870 -0.603
2 I -3.014 -1.538 -5.265
3 As 1.059 5.709 1.105
4 S -0.346 3.942 0.881
5 S 0.180 7.530 0.570
6 S 2.107 5.561 2.909
7 S 2.159 4.824 -0.655
8 Si -0.192 -0.020 0.574
9 O -0.145 1.148 -0.514
10 O 3.292 0.125 -2.679
11 O 2.257 2.004 -2.086
12 C -1.275 -1.420 -0.090
13 C -2.328 0.546 2.430
14 C -0.142 1.183 3.157
15 C 1.014 0.312 -3.256
16 C 1.005 -0.984 -3.756
17 C 1.563 -1.853 1.891
18 C -0.683 1.768 4.293
19 C -0.951 0.564 2.201
20 C -1.290 0.566 -3.931
21 C 1.488 -0.762 1.018
22 C 2.296 0.837 -2.619
23 C 3.959 -1.894 1.729
24 C -0.135 -1.519 -4.337
25 C -2.878 1.112 3.572
26 C 3.909 -0.816 0.859
27 C -2.248 -2.551 -2.008
28 C -0.138 1.082 -3.353
29 C -1.491 -1.520 -1.466
30 C -2.616 -3.426 0.197
31 C -1.273 -0.733 -4.414
32 C 2.684 -0.256 0.511
33 C 2.779 -2.415 2.247
34 C -1.859 -2.389 0.729
35 C -2.810 -3.509 -1.176
36 C -2.053 1.726 4.506
37 H 0.928 1.248 2.995
38 H -1.066 -0.764 -2.117
39 H -2.188 1.165 -3.987
40 H -2.402 -2.600 -3.080
41 H -3.951 1.092 3.725
42 H -3.061 -4.164 0.854
43 H 1.912 -1.567 -3.664
44 H -2.481 2.191 5.387
45 H 2.809 -3.259 2.928
46 H 4.913 -2.330 2.002
47 H -1.735 -2.327 1.806
48 H 0.652 -2.271 2.307
49 H -2.987 0.092 1.696
50 H -3.403 -4.315 -1.594
51 H -0.036 2.283 4.992
52 H 2.678 0.576 -0.181
53 H -0.138 2.090 -2.965
54 H 4.818 -0.407 0.437
55 H -0.140 -2.534 -4.713

Calculated values
largest force on an atom: 0.63 eV/Å
highest occupied orbital energy: -0.0834 Ha
energy above the lowest of the compared OMol25 structures with the same formula, charge and spin: 0.361 eV
charge: -2
orbital gap: 0.2036 Eh
E: -5741.4445 Ha

Atomic partial charges in e from the natural (NBO) method, atoms 1 to 6:
1 Au 1.123
2 I 0.100
3 As 0.958
4 S -0.455
5 S -0.744
6 S -0.740

no.,lowest unoccupied orbital energy (eV)
1,-4.19
2,-0.32
3,-3.47
4,3.27